Version A
The following is a DFT calculation (ωB97M-V with the def2-TZVPD basis set) of a 5-piece molecular cluster, C5H21N2O4 overall.

Last column: Mulliken charge in e.
Positions of all 32 atoms, in Å:
O -0.85 1.60 2.37  -0.57
O -0.27 -0.81 -2.74  -0.60
O 2.61 1.65 1.14  -0.68
O 1.31 2.30 -1.12  -0.71
N 2.19 -1.35 -0.54  -0.61
N 0.61 -0.21 1.38  -0.13
C -2.63 0.39 -0.99  -0.95
C -0.09 -0.75 0.14  0.81
C -2.55 -0.55 0.01  -0.10
C -1.42 -1.34 0.64  -1.02
C 0.87 -1.93 -0.34  -1.04
H 0.94 -2.87 0.32  0.31
H -1.55 -2.43 0.31  0.35
H 1.40 0.42 0.96  0.21
H -0.22 0.01 -0.67  0.05
H -1.46 2.09 1.86  0.25
H -1.10 -1.31 -3.01  0.33
H 0.40 -2.28 -1.28  0.45
H -1.58 -1.58 1.63  0.62
H -1.49 1.76 3.10  0.31
H 2.33 -0.66 -1.14  0.24
H -3.56 0.88 -1.21  0.30
H -1.89 0.65 -1.68  0.30
H 2.64 -1.03 0.30  0.27
H 2.83 2.17 1.93  0.30
H 0.47 2.63 -0.74  0.32
H -3.49 -0.86 0.49  0.33
H 0.09 0.51 1.91  0.28
H 1.24 2.54 -2.18  0.35
H 2.56 2.27 0.34  0.34
H 1.05 -0.89 2.03  0.40
H 0.58 -1.00 -3.22  0.29

Kohn-Sham gap = 9.36 eV
net charge = +1
2S+1 = 1


Version B
The following is a DFT calculation (ωB97M-V with the def2-TZVPD basis set) of a 4-piece molecular cluster, C5H21N2O4 overall.

Last column: Mulliken charge in e.
Positions of all 32 atoms, in Å:
O -0.41 -2.18 1.32  -0.78
O 0.69 -1.76 -1.41  -0.63
O -3.04 -2.43 0.70  -0.68
O 2.68 -0.28 -0.45  -0.71
N 0.18 1.13 -0.64  0.27
N 0.45 -0.06 2.46  -0.11
C 0.48 2.26 -1.52  -1.25
C 0.72 1.27 1.79  -0.63
C -0.28 1.64 0.68  -0.77
C -0.05 -0.83 -2.16  -0.62
C -0.78 0.20 -1.29  -0.60
H 0.74 2.03 2.57  0.38
H 1.74 1.25 1.36  0.29
H 0.03 -2.30 0.44  0.38
H 1.31 -0.46 2.82  0.37
H -1.28 1.22 0.94  0.41
H -3.65 -2.59 1.45  0.32
H 1.50 -1.33 -1.08  0.47
H 2.02 0.42 -0.63  0.45
H 1.29 2.85 -1.05  0.41
H -0.34 2.95 -1.72  0.41
H -1.36 -0.33 -0.52  0.26
H -3.28 -3.13 0.08  0.33
H -0.23 0.07 3.20  0.41
H 0.62 -0.31 -2.88  0.24
H -1.52 0.76 -1.89  0.34
H 3.43 -0.17 -1.05  0.29
H 0.87 1.91 -2.48  0.32
H 0.00 -0.81 1.78  0.18
H -1.37 -2.29 1.13  0.42
H -0.79 -1.42 -2.71  0.40
H -0.38 2.73 0.72  0.41

Kohn-Sham gap = 10.06 eV
net charge = +1
2S+1 = 1


version B (271.2 kJ/mol below the next structure)


Version A
The following is a DFT calculation (ωB97M-V with the def2-TZVPD basis set) of a 2-piece molecular cluster, C2H7NS overall.

Last column: Mulliken charge in e.
Positions of all 11 atoms, in Å:
S -1.81 -0.31 0.62  0.20
N 1.17 -0.38 0.84  -0.40
C -0.83 0.75 -0.39  -0.17
C 0.61 0.13 -0.40  -0.89
H -0.69 1.82 -0.01  0.36
H 0.42 -0.95 -0.90  0.30
H -1.34 0.89 -1.41  0.39
H 0.55 -1.04 1.28  0.26
H 1.30 0.42 1.53  0.28
H -0.82 -2.01 -0.19  0.29
H 1.42 0.67 -0.97  0.37

Kohn-Sham gap (spin up / spin down) = 7.59 / 5.98 eV
net charge = +1
2S+1 = 2


Version B
The following is a DFT calculation (ωB97M-V with the def2-TZVPD basis set) of a 2-piece molecular cluster, C2H7NS overall.

Last column: Mulliken charge in e.
Positions of all 11 atoms, in Å:
S -1.23 -2.40 3.11  -0.19
N 0.21 -0.41 -0.10  -0.32
C 0.04 1.49 -1.60  -0.74
C 0.82 0.62 -0.99  0.16
H -1.27 -1.56 4.13  0.20
H 0.22 -1.33 -0.54  0.34
H 0.35 2.31 -2.23  0.28
H 1.90 0.68 -0.87  0.35
H -1.04 1.32 -1.65  0.21
H -0.80 -0.24 0.00  0.33
H 0.80 -0.48 0.74  0.36

Kohn-Sham gap (spin up / spin down) = 9.87 / 7.33 eV
net charge = +1
2S+1 = 2


Version C
The following is a DFT calculation (ωB97M-V with the def2-TZVPD basis set) of an isolated ion of composition C2H7NS and charge +1.

Last column: Mulliken charge in e.
Positions of all 11 atoms, in Å:
S 0.32 -0.39 2.26  0.18
N -0.10 -0.07 -1.71  -0.45
C 0.14 0.52 -0.36  -0.39
C -0.52 -0.28 0.74  -0.47
H 1.30 0.43 2.06  0.23
H -1.51 0.22 0.95  0.40
H 1.22 0.45 -0.09  0.33
H -0.75 -0.81 -1.76  0.24
H -0.23 1.53 -0.52  0.27
H -0.75 -1.37 0.43  0.37
H 0.88 -0.23 -1.98  0.26

Kohn-Sham gap (spin up / spin down) = 11.27 / 4.46 eV
net charge = +1
2S+1 = 2


version B (90.6 kJ/mol below the next structure)


Version A
The following is a DFT calculation (ωB97M-V with the def2-TZVPD basis set) of a 2-piece molecular cluster, C3H12NO2 overall.

Last column: Mulliken charge in e.
Positions of all 18 atoms, in Å:
O -1.74 -0.85 0.80  -0.59
O 1.52 2.18 0.69  -0.68
N 0.56 -0.36 0.03  0.02
C -0.50 -0.10 -0.99  -0.54
C -1.84 0.04 -0.30  -0.37
C 1.62 -1.30 -0.36  -0.91
H 1.22 -2.26 -0.67  0.35
H -2.63 -0.24 -0.98  0.36
H -0.27 0.73 -1.64  0.30
H 0.02 -0.68 0.85  0.43
H 2.14 -0.91 -1.21  0.40
H 1.01 3.01 0.69  0.32
H -0.57 -1.00 -1.59  0.35
H 2.36 2.53 0.34  0.33
H -2.58 -1.03 1.22  0.35
H 0.94 0.55 0.28  0.20
H 2.35 -1.34 0.44  0.37
H -1.96 1.04 0.11  0.30

Kohn-Sham gap = 12.26 eV
net charge = +1
2S+1 = 1


Version B
The following is a DFT calculation (ωB97M-V with the def2-TZVPD basis set) of a 2-piece molecular cluster, C3H12NO2 overall.

Last column: Mulliken charge in e.
Positions of all 18 atoms, in Å:
O 1.21 -0.71 -1.76  -0.52
O -1.19 -1.04 2.21  -0.67
N 0.21 0.57 0.51  -0.11
C 0.61 1.97 0.71  -0.94
C -0.13 -0.97 -1.37  -0.45
C -0.60 0.31 -0.74  -0.60
H -0.45 1.17 -1.41  0.36
H -0.63 -1.52 2.85  0.33
H -1.65 0.29 -0.51  0.37
H -0.75 -1.18 -2.24  0.38
H -0.31 0.16 1.31  0.37
H -1.95 -0.84 2.78  0.31
H 1.59 -1.49 -2.18  0.32
H -0.16 -1.78 -0.64  0.33
H -0.28 2.59 0.83  0.39
H 1.19 2.32 -0.15  0.37
H 1.05 0.01 0.35  0.40
H 1.26 2.09 1.56  0.37

Kohn-Sham gap = 11.86 eV
net charge = +1
2S+1 = 1


version B (6.7 kJ/mol below the next structure)


Version A
The following is a DFT calculation (ωB97M-V with the def2-TZVPD basis set) of a 3-piece molecular cluster, C3H12NO2 overall.

Last column: Mulliken charge in e.
Positions of all 18 atoms, in Å:
O 0.78 -2.14 1.04  -0.60
O 0.85 1.06 1.84  -0.60
N 0.46 0.04 -0.82  0.19
C 1.26 0.45 -1.71  -0.10
C -1.86 0.66 -0.24  -1.04
C -0.95 -0.28 -1.03  -0.39
H 1.65 -2.32 1.43  0.30
H -1.77 0.45 0.83  0.29
H 1.74 0.94 2.20  0.28
H -2.89 0.41 -0.51  0.36
H 2.29 0.69 -1.44  0.26
H 0.20 -2.30 1.81  0.32
H 0.76 0.07 0.16  0.24
H 0.36 1.61 2.48  0.29
H -1.07 -1.31 -0.73  0.28
H -1.59 1.69 -0.45  0.33
H -1.14 -0.22 -2.10  0.33
H 0.94 0.50 -2.74  0.25

Kohn-Sham gap = 11.25 eV
net charge = +1
2S+1 = 1


Version B
The following is a DFT calculation (ωB97M-V with the def2-TZVPD basis set) of a 3-piece molecular cluster, C3H12NO2 overall.

Last column: Mulliken charge in e.
Positions of all 18 atoms, in Å:
O 1.18 2.04 1.53  -0.61
O -1.46 -1.08 -2.89  -0.73
N -0.69 0.24 -0.30  0.10
C 1.04 -1.24 0.78  -1.15
C -0.31 -0.52 1.00  -0.23
C -0.67 1.53 -0.44  -0.04
H 1.34 2.67 2.31  0.32
H -2.35 -1.42 -3.41  0.36
H -0.71 -1.76 -2.85  0.34
H 1.50 -1.82 1.66  0.31
H 1.78 -0.60 0.33  0.34
H -0.73 -0.41 -1.17  0.17
H 1.98 1.54 1.19  0.30
H 1.00 -2.20 0.21  0.37
H -0.88 2.03 -1.46  0.32
H -0.65 2.13 0.57  0.20
H -1.08 -1.36 1.06  0.29
H -0.31 0.21 1.89  0.35

Kohn-Sham gap = 11.34 eV
net charge = +1
2S+1 = 1


version A (167.6 kJ/mol below the next structure)